The following is a quantum chemistry calculation of 2 unconnected molecules or ions with the total composition C5H13NP at a distorted geometry, from the OMol25 dataset.

The geometry in ORCA input format:
```
! RIJCOSX wB97M-V def2-TZVPD def2/J DEFGRID3
* xyz 1 1
C 1.669 0.070 0.211
C 4.068 0.299 0.811
C -2.432 1.077 0.725
C 3.084 0.194 -0.304
C -2.260 -0.440 0.416
N -3.269 -0.950 -0.554
P 0.738 -1.118 -0.545
H 1.181 0.780 0.800
H 3.932 -0.356 1.627
H 5.050 0.379 0.314
H 3.788 1.290 1.394
H -1.972 1.334 1.707
H -3.513 1.363 0.668
H -1.953 1.702 -0.106
H 3.296 -0.652 -1.000
H 2.901 1.105 -0.810
H -2.194 -1.002 1.292
H -3.453 -1.914 -0.336
H -3.171 -0.787 -1.506
H -4.286 -0.499 -0.390
*
```

The value obtained for the total energy is -16163.09841 eV. The orbital gap (spin up / spin down) is 8.548 / 6.534 eV. As for the HOMO energy (spin up / spin down): -12.735 / -11.505 eV. The calculation puts the largest force on an atom at 0.0978 hartree/bohr. As for the energy above the lowest of the compared OMol25 structures with the same formula, charge and spin: 4.525 eV. For the LUMO energy (spin up / spin down), the calculation gives -4.19 / -4.97 eV.